1.
{"formula": "C2H5NO2S2", "method": "ωB97M-V/def2-TZVPD", "multiplicity": 1, "de_lowest_ev": 1.978, "smiles": "[H]/N=C/S(=O)(=O)SC", "gap_ev": 10.04, "symbols": ["C", "C", "N", "O", "O", "S", "S", "H", "H", "H", "H", "H"], "positions_angstrom": [[-2.0563, -0.3988, 0.0231], [2.4832, 0.2304, -0.2625], [-2.3322, -1.6121, 0.2488], [-0.4699, 0.9743, 1.6807], [-0.5205, 1.4867, -0.6200], [1.0942, -0.9702, 0.0168], [-0.4517, 0.4487, 0.3555], [-2.6235, 0.3708, -0.4479], [2.7557, 0.1166, -1.2935], [3.2936, 0.0374, 0.4358], [2.1076, 1.2464, -0.2227], [-3.2801, -1.9303, 0.0857]], "atomic_forces_ev_per_a": [[0.39, -2.29, 0.39], [-0.94, -0.21, -0.10], [1.27, 1.38, 0.39], [0.31, -0.73, 1.24], [0.76, 0.30, -1.69], [-0.16, 0.76, 0.11], [-0.84, -0.09, 0.22], [-0.87, 0.62, -0.22], [0.50, -0.34, -0.38], [-0.16, 0.07, -0.06], [-0.07, 0.16, 0.50], [-0.19, 0.37, -0.39]]}

2.
{"formula": "C17H24F8O7S", "method": "ωB97M-V/def2-TZVPD", "multiplicity": 1, "smiles": "O=C1OC(=O)C(S(=O)(=O)C(F)(F)C(F)(F)F)=C1CCC(F)(F)F.CCOCC.CCOCC", "gap_ev": 6.53, "symbols": ["O", "C", "O", "C", "O", "C", "S", "O", "O", "C", "F", "F", "C", "F", "F", "F", "C", "C", "C", "C", "F", "F", "F", "H", "H", "H", "H", "C", "C", "O", "C", "C", "H", "H", "H", "H", "H", "H", "H", "H", "H", "H", "C", "C", "O", "C", "C", "H", "H", "H", "H", "H", "H", "H", "H", "H", "H"], "positions_angstrom": [[-5.6136, 0.3527, -1.1375], [-5.3422, 0.0822, -2.4166], [-6.3441, 0.0533, -3.5268], [-5.7369, -0.5298, -4.7678], [-6.4982, -0.9631, -5.7923], [-4.0783, -0.5851, -4.6234], [-2.7771, -0.9677, -5.9158], [-1.3120, -0.8291, -5.4295], [-2.9535, 0.1160, -7.0501], [-3.1089, -2.6295, -6.7990], [-4.5407, -2.8471, -7.1092], [-2.3977, -2.5507, -8.1289], [-2.4539, -3.9108, -6.0137], [-0.9935, -3.7985, -5.7730], [-2.6297, -5.1129, -6.9113], [-3.2439, -4.2117, -4.7906], [-3.9257, -0.2247, -3.1839], [-2.5064, -0.0637, -2.3176], [-1.7512, -1.5183, -2.3127], [-0.1136, -1.4549, -2.2997], [0.4638, -1.8474, -0.9748], [0.3478, -2.4999, -3.2886], [0.4723, -0.1766, -2.7641], [-1.8839, 0.8230, -2.7591], [-2.8344, 0.1710, -1.1998], [-2.1321, -2.1540, -3.2332], [-2.0768, -2.1348, -1.3437], [0.0390, 1.8569, 1.8488], [-0.7596, 0.9517, 2.7729], [-0.7534, -0.4164, 2.3720], [0.5207, -1.0532, 2.3097], [1.2546, -1.0685, 3.6398], [-0.3423, 1.7891, 0.8225], [-0.0286, 2.8979, 2.1820], [1.0954, 1.5832, 1.8228], [-1.8050, 1.2763, 2.7642], [-0.4175, 1.0440, 3.8078], [1.1328, -0.5958, 1.5253], [0.3395, -2.0877, 1.9947], [1.4693, -0.0600, 4.0007], [2.2059, -1.6007, 3.5435], [0.6498, -1.5677, 4.4046], [4.4898, 4.0912, 3.9981], [3.6912, 3.1860, 4.9222], [3.6974, 1.8179, 4.5214], [4.9715, 1.1810, 4.4590], [5.7055, 1.1658, 5.7891], [4.1085, 4.0234, 2.9719], [4.4223, 5.1321, 4.3314], [5.5463, 3.8175, 3.9721], [2.6459, 3.5106, 4.9135], [4.0333, 3.2782, 5.9572], [5.5836, 1.6385, 3.6747], [4.7904, 0.1466, 4.1441], [5.9202, 2.1743, 6.1500], [6.6568, 0.6336, 5.6928], [5.1006, 0.6666, 6.5540]], "atomic_forces_ev_per_a": [[1.99, -2.00, -9.37], [-1.27, 1.18, 3.09], [3.05, -1.45, 0.07], [-3.21, -2.16, -4.86], [5.49, 3.36, 7.65], [-2.92, 0.90, 5.63], [4.09, 7.33, -3.66], [-5.52, -1.94, -0.38], [-0.64, -4.62, 4.29], [-0.77, -1.95, -3.43], [4.93, 0.76, 1.45], [-2.32, -0.05, 4.76], [0.50, -3.57, -0.39], [-5.69, -0.20, -0.52], [0.61, 4.17, 3.18], [3.06, 1.35, -3.84], [1.59, -0.49, -1.97], [-1.43, -0.46, 0.36], [-0.18, -0.45, 0.47], [1.36, -1.14, -1.16], [-1.71, 1.62, -4.44], [-1.03, 3.28, 3.28], [-1.80, -4.17, 1.89], [-1.16, -1.90, 0.72], [0.72, -0.27, -2.54], [1.39, 1.37, 1.88], [0.88, 1.50, -2.10], [0.09, -0.02, -0.13], [0.07, -0.04, -0.11], [-0.17, -0.02, -0.08], [0.04, -0.02, 0.08], [-0.06, 0.11, 0.18], [0.02, 0.04, 0.17], [-0.03, -0.14, -0.05], [-0.02, 0.07, 0.08], [0.06, -0.28, -0.03], [0.10, 0.03, 0.00], [0.04, 0.03, 0.06], [-0.21, 0.25, 0.00], [0.13, -0.06, -0.07], [-0.11, 0.05, -0.01], [0.08, 0.01, -0.13], [0.05, 0.00, -0.16], [0.06, -0.03, -0.13], [-0.12, -0.06, -0.03], [-0.05, 0.02, 0.07], [-0.02, 0.04, 0.17], [0.03, 0.04, 0.20], [-0.02, -0.15, -0.04], [-0.01, 0.07, 0.07], [0.06, -0.28, -0.04], [0.09, 0.03, 0.01], [0.05, 0.04, 0.05], [-0.21, 0.25, 0.02], [0.08, -0.06, -0.07], [-0.12, 0.05, -0.01], [0.09, 0.03, -0.13]]}